12
Properties=species:S:1:pos:R:3 method="wB97M-V/def2-TZVPD" largest_force_ev_per_a=4.58 charge=-1 e_lumo_ev=4.362 spin_multiplicity=1 e_above_lowest_kcal_mol=29.8 homo_lumo_gap_ev=6.85 energy_ha=-533.923580
S -0.68 -0.55 -0.01
N -1.09 0.03 -3.36
C 0.59 -0.61 1.50
C 0.94 0.73 1.87
H 1.56 1.21 1.10
H 1.69 0.78 2.63
H -0.97 -0.09 -2.25
H 0.03 1.27 1.99
H -1.23 -1.01 -3.39
H -2.04 0.38 -3.52
H -0.18 -0.91 2.35
H 1.38 -1.24 1.09

=====

12
Properties=species:S:1:pos:R:3 method="wB97M-V/def2-TZVPD" largest_force_ev_per_a=1.06 charge=-1 e_lumo_ev=4.354 spin_multiplicity=1 e_above_lowest_kcal_mol=10.5 homo_lumo_gap_ev=7.07 energy_ha=-533.954419
S -1.84 1.84 -0.50
N 0.23 -0.92 0.65
C 0.11 -1.13 -0.79
C 1.06 0.26 0.93
H 1.89 0.32 0.21
H -0.08 -0.24 -1.39
H 0.52 1.20 0.81
H -2.96 2.56 -0.63
H 1.49 0.15 1.92
H -0.71 -0.58 0.91
H -0.72 -1.82 -0.97
H 1.00 -1.63 -1.16